The following is a DFT calculation (ωB97M-V with the def2-TZVPD basis set) of a gas-phase ion, C6H14NO (charge -1) at a distorted geometry.

## Properties
maximum force	2.15	eV/Å
ΔE to the lowest compared entry with this formula, charge and spin	30.1	kcal/mol
DFT total energy	-9985.3199	eV
SMILES	CCN[C@H](C)CC[O-]
lowest unoccupied orbital energy	0.134	hartree
molar mass	116.2	u
charge	-1
HOMO-LUMO gap	5.90	eV

```
22
Properties=species:S:1:pos:R:3:forces:R:3
C 2.0188 -0.1798 -0.6246 -0.47 -0.19 -2.09
N 0.5874 -0.4268 -0.8027 1.39 1.18 0.26
C -0.3572 0.3716 0.0018 0.02 -0.74 -0.69
C -1.7359 0.2658 -0.6705 -0.66 -0.20 1.49
C -2.7439 1.3086 -0.0293 -0.24 -1.10 -0.30
O -3.0731 0.9732 1.2298 0.48 0.35 0.77
C -0.3175 0.1248 1.5277 -1.08 0.14 -1.04
C 2.7669 -1.4150 -0.1450 0.76 0.56 -0.55
H 2.1858 0.7165 -0.0305 -0.04 -0.14 0.30
H 2.3994 0.0784 -1.6666 0.13 -0.15 1.04
H 0.4366 -1.3756 -1.0970 -0.81 -0.01 0.44
H -0.0655 1.4517 -0.1215 0.01 -0.79 -0.08
H -2.2492 -0.6920 -0.4338 0.54 0.19 -0.09
H -1.6032 0.3050 -1.7502 -0.01 0.38 -0.22
H -3.6982 1.1834 -0.5970 0.38 0.83 -0.91
H -2.2439 2.3241 -0.1718 -0.57 -0.25 -0.07
H -0.5277 -0.9035 1.8462 0.39 -0.12 -0.40
H 0.6550 0.4744 1.8941 -0.38 0.08 0.42
H -1.2810 0.6375 1.7771 0.70 0.36 0.87
H 2.5603 -1.6314 0.8778 -0.06 -0.05 0.96
H 3.8586 -1.3104 -0.3147 -0.47 -0.11 0.24
H 2.4274 -2.2805 -0.6995 -0.02 -0.23 -0.35
```
Positions in Å, forces in eV/Å.